No. 1
Molecular formula: CH3ClNO2S
Method: DFT, ωB97M-V/def2-TZVPD

XYZ file:
```
9
Properties=species:S:1:pos:R:3:forces:R:3:nbo_charge:R:1
C -1.537 0.561 -0.951 1.0 -0.9 2.2 -0.6136
N 0.548 0.616 1.461 -2.1 -1.0 -1.5 -1.0335
O 1.484 -0.269 -0.816 -0.6 0.7 -0.1 -0.9901
O 0.001 -1.686 0.491 -0.5 0.5 -0.1 -1.0226
S 0.227 -0.339 -0.066 -0.1 -0.2 2.1 1.9471
Cl -0.795 0.587 -2.484 0.4 0.7 -3.2 -0.1184
H -2.099 -0.385 -1.009 0.1 -0.1 0.5 0.1312
H 0.769 -0.141 2.067 0.0 -0.9 0.8 0.3521
H 1.402 1.056 1.307 1.8 1.2 -0.6 0.3476
```
Positions in Å, forces in eV/Å.

Properties
- total charge = -1
- LUMO level (eV) = 3.85
- spin multiplicity = 1


No. 2
Molecular formula: CH3ClO2S
Method: DFT, ωB97M-V/def2-TZVPD

XYZ file:
```
8
Properties=species:S:1:pos:R:3:forces:R:3:nbo_charge:R:1
C -0.866 -0.275 -0.040 3.1 0.3 0.0 -0.0151
O 1.728 -1.268 -0.960 0.0 0.2 0.7 -0.8979
O -1.205 0.792 0.694 -3.6 -4.8 0.5 -0.6479
S 1.408 -0.720 0.375 -2.0 -0.3 -1.1 1.0037
Cl 1.688 1.362 0.341 0.2 0.1 0.0 -0.3118
H -1.478 -1.124 0.101 -0.5 -0.8 1.0 0.1843
H -0.518 -0.317 -1.083 -0.2 1.2 0.1 0.1900
H -0.757 1.548 0.572 3.0 4.1 -1.2 0.4947
```
Positions in Å, forces in eV/Å.

Properties
- total charge = 0
- LUMO level (eV) = 0.00
- spin multiplicity = 1


No. 3
Molecular formula: CH3ClO2S
Method: DFT, ωB97M-V/def2-TZVPD

XYZ file:
```
8
Properties=species:S:1:pos:R:3:forces:R:3:nbo_charge:R:1
C -0.100 -0.387 0.106 0.1 1.6 0.0 0.1964
O -0.262 1.022 -0.170 0.3 -1.0 2.2 -0.7449
O -0.988 -1.119 -0.551 -3.9 -1.0 -0.2 -0.5354
S -3.189 -0.893 0.131 3.3 -1.2 -0.6 0.3477
Cl -3.640 0.972 -0.078 -0.2 0.9 -0.2 -0.0612
H -0.219 -0.367 1.169 0.1 -0.4 0.9 0.1567
H 0.864 -0.906 -0.178 -0.3 1.0 0.1 0.1752
H -0.046 1.234 -1.043 0.5 0.3 -2.2 0.4655
```
Positions in Å, forces in eV/Å.

Properties
- total charge = 0
- LUMO level (alpha / beta) (eV) = -2.28 / -2.32
- spin multiplicity = 1


No. 4
Molecular formula: CH3ClO3S
Method: DFT, ωB97M-V/def2-TZVPD

XYZ file:
```
9
Properties=species:S:1:pos:R:3:forces:R:3:nbo_charge:R:1
C 1.914 1.571 0.347 0.4 -1.6 0.4 0.3334
O -0.763 -0.899 -0.900 -3.0 -1.2 -1.4 -0.9100
O -3.173 -0.735 -0.547 -0.4 -0.2 -0.6 -0.8838
O 1.332 0.534 0.130 0.7 0.7 0.3 -0.5395
S -1.972 -1.017 0.167 1.5 1.0 0.7 1.5397
Cl -1.900 -3.056 0.520 0.0 -0.5 -0.1 -0.2883
H 2.830 1.706 0.911 0.6 -1.0 0.6 0.1083
H 1.642 2.517 0.015 -1.5 1.9 -1.3 0.1100
H 0.091 -0.622 -0.644 1.7 0.8 1.4 0.5302
```
Positions in Å, forces in eV/Å.

Properties
- total charge = 0
- LUMO level (eV) = -0.19
- spin multiplicity = 1